18
Properties=species:S:1:pos:R:3 method="wB97M-V/def2-TZVPD" e_above_lowest_ev=2.651 multiplicity=3 fmax_ev_per_a=4.2 total_energy_ha=-380.96385
H -1.473 1.627 0.633
C 1.580 0.075 -0.351
H 1.377 1.001 1.516
H 2.795 -2.571 -0.496
N 2.348 -0.825 -0.505
C -2.089 0.706 0.580
H 0.038 -1.436 -1.135
O -2.027 -1.494 -0.771
H 0.433 1.724 0.236
H -1.701 0.359 -1.509
C 1.326 1.292 0.449
N 3.077 -1.725 -0.956
H 2.104 1.921 0.140
H -0.399 -1.402 0.647
H -1.610 0.206 1.457
C -1.693 -0.115 -0.583
C -0.749 -1.252 -0.424
H -3.119 0.978 0.696


81
Properties=species:S:1:pos:R:3 method="wB97M-V/def2-TZVPD" e_above_lowest_ev=4.372 smiles=COCCNCCOC.COCCNCCOC.CCO.CCO.CCO.O.O fmax_ev_per_a=2.4 total_energy_ha=-1503.46475
H -6.114 2.366 4.237
H 5.796 4.142 2.304
H -7.093 3.823 4.049
C -2.251 -3.872 -0.607
H 4.081 -3.805 0.156
H -0.998 2.806 -0.735
C -6.588 1.713 0.182
H 6.704 2.994 0.340
C -3.485 2.840 -1.422
H 4.575 2.887 4.527
H -3.040 1.846 -1.391
H -5.450 3.656 -1.126
H -0.143 2.216 4.550
H 3.766 -3.502 3.262
H 0.895 -6.600 -6.443
H 2.727 -4.446 2.269
N 4.188 2.744 2.560
H 0.014 -0.744 -6.887
C -6.955 2.801 3.697
O 3.492 -2.055 0.830
H 2.239 2.771 5.444
H 2.982 -7.514 -4.883
C 3.737 -4.038 2.313
H -2.910 -4.407 -1.291
H 6.331 2.567 2.679
H 3.760 4.283 3.817
C 4.860 2.761 -1.541
H 0.030 -6.209 -5.128
H 4.755 1.699 -1.762
O 1.650 -1.083 -3.903
C 0.815 -6.913 -5.402
O 4.653 3.032 -0.137
H -6.867 0.828 -0.390
H -7.887 2.256 3.852
H -4.813 2.471 0.770
C -1.516 3.745 -0.542
O -2.932 3.724 -0.501
H 4.021 3.116 -2.137
H -1.092 4.107 0.395
H -4.078 -2.176 0.358
H -5.412 2.210 -2.003
O 2.741 -5.542 -4.940
H 1.797 -0.779 -3.007
N -5.138 1.902 0.002
H -7.095 2.587 -0.224
H 2.379 1.566 4.373
H 5.831 1.567 0.778
H 0.353 -7.900 -5.411
C -6.921 1.600 1.701
H -1.300 -4.379 -0.443
C 2.208 -6.791 -4.629
C -2.842 -3.529 0.803
C 3.752 3.195 3.883
H -6.385 0.770 2.162
H 0.212 1.651 2.945
H 3.865 -1.391 1.415
O -0.415 -1.138 -7.647
H 3.697 -5.636 -4.930
H -2.283 -2.760 1.337
H -1.949 -2.973 -1.145
O -4.160 -3.072 0.692
H -2.803 -4.441 1.398
H 5.865 2.926 -1.930
C 5.741 2.652 0.719
H 4.349 -4.936 2.398
C 5.538 3.095 2.149
C -4.924 2.702 -1.161
H 3.645 3.223 1.856
O 1.341 3.362 3.695
H -0.679 3.156 3.256
H -0.241 -2.075 -7.562
H -1.124 4.503 -1.220
C 2.440 2.654 4.379
H 5.260 -2.934 1.205
H 2.147 -1.898 -3.964
H -7.992 1.405 1.765
H -3.262 3.253 -2.406
O -6.582 2.847 2.262
C 4.218 -3.225 1.069
H 2.095 -6.809 -3.545
C 0.174 2.549 3.562


24
Properties=species:S:1:pos:R:3 method="wB97M-V/def2-TZVPD" e_above_lowest_ev=1.422 smiles=NB(O)OC1CCCCC1 fmax_ev_per_a=5.0 total_energy_ha=-467.15653
H 0.766 -0.130 -1.181
C 2.393 -0.739 0.518
H -3.199 2.618 -1.945
H 2.923 -1.370 1.204
C 1.917 0.305 1.487
C -0.511 0.243 0.431
H 1.688 -0.123 2.508
H 2.958 -0.432 -0.318
H -0.571 -1.142 -1.183
H 2.784 0.941 1.740
H -4.001 1.120 -2.320
B -2.327 0.712 -1.204
H -0.870 -0.310 1.238
O -2.676 -0.990 -1.354
H 0.247 1.609 1.922
O -1.511 1.053 -0.132
C 0.173 -0.742 -0.597
C 0.741 1.145 0.977
H 0.941 1.905 0.278
H -2.328 -1.292 -0.502
H 1.654 -2.284 -0.628
N -3.196 1.532 -1.927
C 1.222 -1.586 0.051
H 0.783 -2.042 0.937